Below is an isolated molecule of C18H24N4O2 in a non-equilibrium geometry, with properties calculated with wB97M-V/def2-TZVPD.

Output
- 2S+1 = 1
- relative energy (zero: lowest compared OMol25 entry of this formula, charge and spin) (kJ/mol) = 166.4
- highest occupied orbital energy (eV) = -8.803
- total energy (eV) = -29110.75154
- orbital gap (eV) = 9.4

Each line ends with the natural charge from an NBO analysis.
Geometry (Å):
C 2.2772 -2.8265 2.7729  -0.615
H 3.1679 -2.7695 3.3924  0.216
H 1.4078 -2.6411 3.3997  0.200
H 2.2052 -3.8293 2.3589  0.214
C 2.3649 -1.8008 1.6454  -0.216
N 1.2459 -1.8785 0.7424  -0.440
C 1.3265 -2.3987 -0.4990  0.692
O 2.3388 -2.8041 -1.0275  -0.635
C -0.0732 -2.3790 -1.0933  -0.490
H -0.4826 -3.3902 -1.0254  0.220
C -0.8465 -1.4015 -0.2048  -0.256
H -0.7366 -0.3929 -0.6069  0.241
C -2.3425 -1.7474 -0.1137  -0.197
N -3.2452 -0.7696 0.4525  -0.433
C -3.0918 -0.4876 1.8619  -0.418
H -3.9944 0.0148 2.2131  0.199
H -2.2290 0.1476 2.0911  0.185
H -2.9923 -1.4282 2.3995  0.202
C -3.5366 0.3921 -0.3427  -0.279
C -2.5770 1.5406 -0.2807  0.523
N -1.3648 1.5785 0.1794  -0.538
C -0.9766 2.8695 -0.0541  0.327
N -1.9113 3.5796 -0.6136  -0.154
O -2.9673 2.7268 -0.7641  -0.281
C 0.4013 3.3460 0.2150  -0.480
C 1.2882 2.7179 -0.8360  0.076
C 1.5664 3.3938 -2.0155  -0.242
C 2.3300 2.7912 -3.0004  -0.201
C 2.8090 1.5045 -2.8205  -0.216
C 2.5281 0.8212 -1.6492  -0.200
C 1.7717 1.4282 -0.6622  -0.245
H 1.5481 0.8955 0.2492  0.207
H 2.8908 -0.1859 -1.5088  0.231
H 3.3979 1.0325 -3.5926  0.216
H 2.5456 3.3268 -3.9134  0.213
H 1.1813 4.3926 -2.1622  0.213
H 0.7059 3.0234 1.2115  0.234
H 0.4201 4.4328 0.1480  0.240
H -4.5153 0.7857 -0.0375  0.227
H -3.6220 0.0889 -1.3919  0.232
H -2.7020 -1.9575 -1.1260  0.198
H -2.4606 -2.6636 0.4746  0.194
C -0.0873 -1.4775 1.1272  -0.211
H -0.5362 -2.2217 1.7986  0.179
H -0.0584 -0.5142 1.6422  0.208
H -0.0475 -2.0907 -2.1422  0.235
H 2.4195 -0.7891 2.0643  0.186
H 3.2590 -1.9852 1.0444  0.235

***

Below is an isolated molecule of C18H24N4O3 in a non-equilibrium geometry, with properties calculated with wB97M-V/def2-TZVPD.

Output
- 2S+1 = 1
- relative energy (zero: lowest compared OMol25 entry of this formula, charge and spin) (kJ/mol) = 490.3
- highest occupied orbital energy (eV) = -7.493
- total energy (eV) = -31156.40601
- orbital gap (eV) = 8.3

Each line ends with the natural charge from an NBO analysis.
Geometry (Å):
C -6.2909 -1.9314 0.6284  -0.250
H -6.2105 -1.9275 1.7209  0.174
H -7.3419 -1.9712 0.3463  0.200
H -5.7769 -2.8132 0.2308  0.174
O -5.7929 -0.7439 0.0674  -0.482
C -4.4821 -0.4345 0.2656  0.253
C -3.5795 -1.1994 0.9845  -0.312
C -2.2627 -0.7916 1.1351  -0.164
C -1.8250 0.3940 0.5651  -0.092
C -2.7284 1.1638 -0.1757  -0.286
C -4.0412 0.7706 -0.3308  0.335
O -4.9868 1.4594 -1.0279  -0.497
C -4.6007 2.6547 -1.6597  -0.252
H -5.4942 3.0220 -2.1623  0.198
H -3.8115 2.4830 -2.3987  0.179
H -4.2592 3.4013 -0.9351  0.176
H -2.3537 2.0708 -0.6193  0.244
C -0.4430 0.8576 0.6900  0.110
N -0.0132 1.7113 -0.2304  -0.203
N 1.2086 2.1404 -0.2446  -0.283
C 2.0937 1.7299 0.6642  0.376
N 3.3465 2.2785 0.5591  -0.599
H 3.4041 2.8557 -0.2728  0.389
C 4.5206 1.4638 0.7669  -0.213
C 4.7033 0.4551 -0.3829  -0.225
N 3.5314 -0.3962 -0.4724  -0.464
C 3.0575 -0.6378 -1.8229  -0.246
C 1.7313 -1.3954 -1.7546  -0.076
H 1.3812 -1.6476 -2.7565  0.196
O 1.8720 -2.6156 -1.0645  -0.522
C 2.3360 -2.3874 0.2432  -0.075
C 3.6770 -1.6522 0.2385  -0.246
H 3.9840 -1.4496 1.2665  0.198
H 4.4396 -2.2958 -0.2378  0.171
H 2.4373 -3.3687 0.7104  0.192
H 1.6001 -1.7880 0.7994  0.169
H 0.9811 -0.7653 -1.2559  0.175
H 2.8915 0.3212 -2.3172  0.212
H 3.7829 -1.2299 -2.4093  0.167
H 4.8100 1.0139 -1.3167  0.197
H 5.6256 -0.1237 -0.2269  0.182
H 5.3920 2.1203 0.8277  0.206
H 4.4213 0.9331 1.7142  0.191
C 1.7029 0.8942 1.7293  -0.251
C 0.4071 0.4529 1.7403  -0.184
H 0.0348 -0.1608 2.5470  0.221
H 2.3936 0.6349 2.5168  0.217
H -1.5832 -1.4270 1.6822  0.200
H -3.8896 -2.1290 1.4349  0.218

***

Below is a structure of composition C18H24N4O3S2 in a non-equilibrium geometry, with properties calculated with wB97M-V/def2-TZVPD.

Output
- 2S+1 = 1
- relative energy (zero: lowest compared OMol25 entry of this formula, charge and spin) (kJ/mol) = 109.4
- highest occupied orbital energy (eV) = -9.046
- total energy (eV) = -52829.35274
- orbital gap (eV) = 8.0

Each line ends with the natural charge from an NBO analysis.
Geometry (Å):
C 3.0290 2.3328 -2.9409  -0.603
H 3.4122 3.3285 -3.1492  0.215
H 2.0114 2.2706 -3.3199  0.207
C 3.0678 2.0524 -1.4427  -0.224
C 4.4884 2.1661 -0.8881  -0.397
C 4.5035 1.8184 0.5979  -0.404
C 3.8968 0.4346 0.8167  -0.225
N 2.5505 0.3810 0.2741  -0.446
C 1.5063 0.3240 1.1355  0.700
O 1.6900 0.2782 2.3387  -0.650
C 0.1028 0.2826 0.5261  -0.321
C -0.9752 0.5628 1.5831  -0.397
C -1.1037 -0.5898 2.5808  -0.246
N -1.3000 -1.8584 1.9266  -0.679
S -2.8264 -2.4619 1.8061  2.345
O -3.4962 -2.1669 3.0393  -0.945
O -2.7307 -3.8220 1.3752  -0.922
C -3.7037 -1.5298 0.5341  -0.333
C -4.5785 -0.5477 0.9042  -0.160
C -5.3315 0.1726 -0.0454  -0.207
C -5.2351 -0.0942 -1.3843  -0.203
C -4.3484 -1.1023 -1.7982  0.162
N -4.0997 -1.5129 -3.0432  -0.635
S -2.9999 -2.6806 -2.9895  0.988
N -2.7633 -2.7245 -1.4049  -0.615
C -3.5611 -1.8269 -0.8277  0.064
H -5.8178 0.4354 -2.1207  0.232
H -6.0070 0.9390 0.3026  0.226
H -4.6958 -0.3493 1.9581  0.251
C -0.3265 -2.1849 0.9199  -0.238
C -0.1747 -1.0800 -0.1293  -0.400
H 0.6303 -1.3602 -0.8098  0.215
H -1.0966 -1.0026 -0.7076  0.209
H -0.6564 -3.1141 0.4537  0.251
H 0.6349 -2.3501 1.4194  0.205
H -1.9539 -0.4420 3.2462  0.233
H -0.1877 -0.6471 3.1752  0.240
H -0.7226 1.4714 2.1307  0.227
H -1.9298 0.7172 1.0719  0.202
H 0.0346 1.0713 -0.2317  0.219
C 2.5231 0.6463 -1.1453  -0.209
H 1.5176 0.5493 -1.5482  0.213
H 3.1601 -0.0954 -1.6440  0.193
H 3.8354 0.2018 1.8802  0.251
H 4.5040 -0.3261 0.3137  0.185
H 5.5239 1.8337 0.9822  0.213
H 3.9186 2.5528 1.1549  0.205
H 4.8676 3.1780 -1.0413  0.211
H 5.1414 1.4780 -1.4308  0.194
H 2.4312 2.7793 -0.9255  0.197
H 3.6405 1.6115 -3.4788  0.204

***

Below is a cluster of 2 separate species, C18H24N5 in total, with properties calculated with wB97M-V/def2-TZVPD.

Output
- 2S+1 = 1
- relative energy (zero: lowest compared OMol25 entry of this formula, charge and spin) (kJ/mol) = 0.0
- charge = +1
- highest occupied orbital energy (eV) = -11.895
- total energy (eV) = -26499.82201
- orbital gap (eV) = 9.2

Each line ends with the natural charge from an NBO analysis.
Geometry (Å):
C 4.5217 0.5309 0.1100  -0.614
C 3.0549 0.3344 -0.3102  -0.419
C 2.2259 -0.5046 0.6671  -0.408
C 2.1801 -2.0173 0.4029  -0.042
C 3.5014 -2.6225 -0.0487  -0.622
N 1.1769 -2.3444 -0.6257  -0.555
C -0.1301 -2.2174 -0.4791  0.587
N -1.0691 -2.5296 -1.4147  -0.466
C -2.2152 -2.2616 -0.8247  0.282
N -2.0865 -1.8057 0.4276  -0.184
C -3.0559 -1.3848 1.3865  0.157
C -2.9177 -0.1485 1.9854  -0.246
C -3.8703 0.2485 2.9102  -0.179
C -4.9458 -0.5811 3.2027  -0.178
C -5.0687 -1.8141 2.5857  -0.181
C -4.1134 -2.2349 1.6745  -0.232
N -0.7309 -1.7762 0.6447  -0.377
H 4.8713 -0.2505 0.7855  0.196
H 4.6432 1.4792 0.6346  0.217
H 5.1843 0.5461 -0.7543  0.222
H 2.5787 1.3124 -0.3737  0.239
H 2.9900 -0.0736 -1.3209  0.203
H 1.2055 -0.1075 0.6704  0.193
H 2.6112 -0.3618 1.6826  0.219
H 1.8783 -2.5312 1.3245  0.193
H 3.3946 -3.7012 -0.1703  0.226
H 3.8128 -2.1912 -1.0020  0.222
H 4.2780 -2.4303 0.6869  0.239
H 1.4763 -2.7389 -1.5046  0.436
H -3.1929 -2.3692 -1.2724  0.242
H -2.0944 0.5050 1.7224  0.230
H -3.7766 1.2130 3.3910  0.236
H -5.6894 -0.2625 3.9203  0.237
H -5.9037 -2.4577 2.8260  0.238
H -4.1791 -3.2104 1.2087  0.234
H -0.3234 -1.4900 1.5203  0.452
N 0.9674 2.6298 -2.0461  -0.439
C -0.2787 2.4131 -2.4641  0.025
C -1.1747 3.4255 -2.7692  -0.259
C -0.7555 4.7396 -2.6335  -0.160
C 0.5382 4.9821 -2.2023  -0.250
C 1.3565 3.8976 -1.9240  0.033
H -0.5694 1.3726 -2.5717  0.181
H -2.1720 3.1881 -3.1133  0.223
H -1.4227 5.5590 -2.8660  0.226
H 0.9113 5.9901 -2.0873  0.229
H 2.3775 4.0516 -1.5918  0.195